# 1
DFT (wB97M-V/def2-TZVPD) results for the molecule C20H20N2O2 in a non-equilibrium geometry.

Largest force on an atom, eV/Å: 2.88
Frontier orbital gap, eV: 8.113
E_tot, eV: -28138.1104
ΔE to the lowest compared entry with this formula, charge and spin, eV: 3.211
Charge: 0

XYZ file:
```
44
C20H20N2O2 | the Open Molecules 2025 dataset | wB97M-V/def2-TZVPD
C -5.34 1.76 -1.16
C -3.94 1.75 -1.69
C -3.50 2.33 -2.83
C -2.07 2.08 -2.91
C -1.78 1.36 -1.75
C -0.39 0.99 -1.35
N 0.58 1.08 -2.21
C 1.86 0.62 -1.87
C 2.98 1.43 -2.26
C 4.30 1.01 -1.89
C 4.51 -0.19 -1.22
C 3.41 -0.98 -0.90
C 2.10 -0.58 -1.21
N 1.12 -1.44 -0.75
C 0.10 -0.96 0.22
C -1.15 -1.73 -0.20
C 0.49 -1.28 1.65
C 1.36 -2.27 2.07
C 1.41 -2.22 3.53
C 0.52 -1.23 3.89
C 0.34 -0.77 5.29
O -0.08 -0.71 2.76
C -0.15 0.53 0.08
O -2.92 1.20 -0.98
H -5.65 0.73 -0.97
H -6.00 2.21 -1.92
H -5.41 2.32 -0.22
H -4.08 2.90 -3.57
H -1.34 2.42 -3.61
H 2.83 2.38 -2.73
H 5.10 1.59 -2.24
H 5.48 -0.54 -0.94
H 3.57 -1.95 -0.41
H 1.43 -2.39 -0.57
H -0.97 -2.79 -0.05
H -1.98 -1.38 0.46
H -1.38 -1.53 -1.26
H 2.02 -2.88 1.42
H 2.00 -2.84 4.17
H 1.06 -1.27 5.94
H -0.67 -1.00 5.66
H 0.50 0.32 5.36
H 0.73 1.05 0.51
H -1.02 0.88 0.65
```

For reference, the Löwdin charges in units of e are:
1. C -0.01
2. C -0.34
3. C -0.02
4. C 0.03
5. C -0.19
6. C -0.18
7. N 0.16
8. C -0.22
9. C 0.01
10. C -0.09
11. C -0.09
12. C -0.03
13. C -0.22
14. N 0.08
15. C -0.44
16. C -0.01
17. C -0.19
18. C 0.00
19. C -0.02
20. C -0.30
21. C -0.03
22. O 0.07
23. C -0.05
24. O 0.07
25. H 0.08
26. H 0.09
27. H 0.09
28. H 0.12
29. H 0.11
30. H 0.10
31. H 0.07
32. H 0.09
33. H 0.11
34. H 0.12
35. H 0.09
36. H 0.11
37. H 0.10
38. H 0.10
39. H 0.10
40. H 0.08
41. H 0.08
42. H 0.09
43. H 0.15
44. H 0.13


# 2
DFT (wB97M-V/def2-TZVPD) results for a cluster of 4 separate species, C28H59BrF3NO8P in total in a non-equilibrium geometry.

Largest force on an atom, eV/Å: 8.84
Frontier orbital gap, eV: 7.123
E_tot, eV: -135328.9208
Charge: +1

XYZ file:
```
101
C28H59BrF3NO8P | the Open Molecules 2025 dataset | wB97M-V/def2-TZVPD
C 6.23 0.34 3.68
C 4.78 -0.44 3.95
O 4.59 -1.33 2.80
C 3.20 -1.22 2.25
C 3.32 -0.58 0.76
C 3.91 -1.76 -0.19
N 3.28 -2.04 -1.50
C 1.86 -1.64 -1.74
C 1.08 -0.86 -0.54
C 0.43 -1.96 0.53
C 0.94 -3.48 0.45
O 0.87 -4.03 1.84
C -0.07 -4.50 -0.42
F -0.86 -3.80 -1.46
F 0.67 -5.69 -0.92
F -1.07 -5.02 0.58
P -0.55 -0.19 -1.39
C -0.20 1.31 -2.54
C -1.78 0.44 -0.02
C -1.81 2.03 0.26
C 2.04 0.26 0.18
C 2.67 1.45 -0.71
C 3.72 1.14 -1.91
O 5.02 0.85 -1.58
Br 3.43 1.24 -3.89
O 1.15 0.88 1.17
C 1.71 1.79 2.12
C 1.42 3.38 1.95
C 0.42 4.01 3.14
O 0.87 3.82 0.67
H 6.80 0.60 4.68
H 5.93 1.32 3.07
H 6.84 -0.39 2.98
H 4.81 -1.03 4.99
H 3.99 0.42 4.05
H 2.83 -2.35 2.18
H 2.46 -0.71 2.99
H 4.20 0.23 0.85
H 3.98 -2.81 0.39
H 5.06 -1.51 -0.42
H 3.90 -1.62 -2.26
H 3.35 -3.09 -1.67
H 1.86 -0.90 -2.68
H 1.29 -2.60 -2.16
H 0.53 -1.60 1.66
H -0.76 -2.06 0.40
H 2.01 -3.71 0.08
H 1.61 -4.73 1.88
H -1.21 1.46 -3.16
H -0.01 2.32 -2.02
H 0.59 0.96 -3.32
H -1.61 -0.12 1.01
H -2.85 0.10 -0.41
H -2.91 2.29 0.66
H -1.11 2.23 1.20
H -1.63 2.75 -0.64
H 1.94 2.28 -1.11
H 3.39 2.08 0.03
H 2.90 1.70 2.27
H 1.27 1.49 3.19
H 2.44 3.98 2.09
H 0.71 5.17 3.23
H -0.67 3.89 2.72
H 0.60 3.48 4.18
H 0.41 4.73 0.79
C 4.28 6.69 -3.49
C 3.76 5.82 -2.35
C 4.65 4.61 -2.13
O 2.44 5.40 -2.65
H 4.29 6.13 -4.43
H 3.62 7.55 -3.65
H 5.29 7.05 -3.29
H 3.72 6.42 -1.43
H 4.67 3.98 -3.03
H 4.26 3.99 -1.32
H 5.67 4.91 -1.89
H 2.47 4.87 -3.46
C -5.72 -1.15 -3.72
C -4.95 -1.29 -2.42
C -5.68 -2.17 -1.43
O -4.75 0.01 -1.85
H -6.70 -0.69 -3.55
H -5.19 -0.51 -4.43
H -5.88 -2.13 -4.19
H -3.96 -1.71 -2.63
H -6.66 -1.75 -1.17
H -5.12 -2.25 -0.49
H -5.83 -3.18 -1.83
H -5.63 0.39 -1.67
C -9.15 -3.82 2.66
C -8.03 -3.66 1.65
C -7.56 -5.01 1.13
O -6.93 -2.98 2.26
H -8.81 -4.40 3.53
H -9.47 -2.84 3.04
H -10.01 -4.32 2.22
H -8.37 -3.04 0.81
H -7.17 -5.63 1.94
H -6.74 -4.88 0.41
H -8.37 -5.55 0.64
H -6.62 -3.52 3.00
```

Results of the Löwdin charge analysis, in e, for atoms 1 through 99:
1. C -0.09
2. C -0.25
3. O -0.21
4. C -0.14
5. C -0.13
6. C -0.09
7. N 0.01
8. C -0.14
9. C -0.39
10. C -0.10
11. C -0.21
12. O -0.07
13. C -0.18
14. F 0.01
15. F 0.02
16. F 0.01
17. P 1.00
18. C -0.31
19. C -0.38
20. C -0.17
21. C -0.33
22. C -0.07
23. C -0.59
24. O -0.12
25. Br 0.72
26. O -0.14
27. C -0.15
28. C -0.35
29. C -0.07
30. O -0.13
31. H 0.08
32. H 0.08
33. H 0.09
34. H 0.14
35. H 0.11
36. H 0.13
37. H 0.13
38. H 0.16
39. H 0.16
40. H 0.17
41. H 0.18
42. H 0.20
43. H 0.10
44. H 0.16
45. H 0.15
46. H 0.12
47. H 0.13
48. H 0.14
49. H 0.08
50. H 0.04
51. H -0.01
52. H 0.09
53. H 0.07
54. H 0.10
55. H 0.06
56. H 0.07
57. H 0.12
58. H 0.15
59. H 0.14
60. H 0.15
61. H 0.15
62. H 0.10
63. H 0.08
64. H 0.09
65. H 0.14
66. C -0.06
67. C -0.50
68. C -0.06
69. O -0.06
70. H 0.08
71. H 0.08
72. H 0.08
73. H 0.14
74. H 0.06
75. H 0.06
76. H 0.09
77. H 0.09
78. C -0.06
79. C -0.51
80. C -0.06
81. O -0.08
82. H 0.08
83. H 0.08
84. H 0.08
85. H 0.13
86. H 0.08
87. H 0.08
88. H 0.08
89. H 0.10
90. C -0.07
91. C -0.51
92. C -0.06
93. O -0.07
94. H 0.08
95. H 0.08
96. H 0.08
97. H 0.13
98. H 0.08
99. H 0.07


# 3
DFT (wB97M-V/def2-TZVPD) results for a structure of composition C49H50O2P3PtS2SeSi.

Largest force on an atom, eV/Å: 0.76
Frontier orbital gap, eV: 5.852
E_tot, eV: -181736.6741
ΔE to the lowest compared entry with this formula, charge and spin, eV: 0.497
Charge: -1

XYZ file:
```
109
C49H50O2P3PtS2SeSi | the Open Molecules 2025 dataset | wB97M-V/def2-TZVPD
Pt 1.02 0.20 -0.01
C 3.70 2.56 -0.46
Si 3.24 0.81 -0.04
C 4.06 -0.20 -1.44
C 5.42 -0.51 -1.58
C 5.90 -1.12 -2.73
C 5.03 -1.42 -3.77
C 3.68 -1.12 -3.66
C 3.20 -0.52 -2.49
P 1.41 -0.16 -2.24
C 0.99 1.12 -3.45
C 1.95 1.89 -4.09
C 1.56 2.95 -4.89
C 0.22 3.25 -5.05
C -0.75 2.49 -4.40
C -0.36 1.44 -3.59
C 0.62 -1.68 -2.89
C 0.61 -2.80 -2.06
C 0.10 -4.00 -2.52
C -0.41 -4.10 -3.80
C -0.42 -2.99 -4.63
C 0.10 -1.78 -4.17
C 3.98 0.54 1.68
C 5.34 0.61 2.01
C 5.77 0.47 3.32
C 4.85 0.27 4.34
C 3.50 0.20 4.04
C 3.07 0.34 2.72
P 1.31 0.13 2.25
C 1.00 -1.51 3.03
C 1.70 -2.59 2.50
C 1.62 -3.84 3.08
C 0.81 -4.03 4.20
C 0.10 -2.97 4.72
C 0.20 -1.71 4.15
C 0.35 1.28 3.27
C 0.92 2.35 3.96
C 0.11 3.22 4.68
C -1.26 3.03 4.72
C -1.84 1.98 4.02
C -1.04 1.12 3.28
H 4.79 2.66 -0.46
H 3.27 3.25 0.27
H 3.31 2.85 -1.44
H 6.11 -0.27 -0.78
H 6.95 -1.36 -2.81
H 5.40 -1.90 -4.67
H 3.00 -1.37 -4.46
H 3.00 1.67 -3.95
H 2.31 3.56 -5.38
H -0.08 4.08 -5.68
H -1.80 2.74 -4.50
H -1.11 0.88 -3.02
H 0.96 -2.71 -1.04
H 0.05 -4.85 -1.84
H -0.82 -5.04 -4.16
H -0.83 -3.05 -5.63
H 0.08 -0.91 -4.82
H 6.08 0.79 1.23
H 6.83 0.53 3.55
H 5.18 0.15 5.36
H 2.78 0.02 4.83
H 2.30 -2.44 1.61
H 2.16 -4.67 2.65
H 0.73 -5.02 4.64
H -0.55 -3.12 5.58
H -0.35 -0.88 4.57
H 1.99 2.50 3.93
H 0.56 4.05 5.21
H -1.88 3.72 5.28
H -2.91 1.85 4.02
H -1.48 0.32 2.70
C -3.78 -0.75 -2.46
C -3.53 -2.25 -2.49
C -4.78 -3.07 -2.21
O -2.47 -2.69 -1.62
P -2.11 -2.25 -0.12
S -1.03 -3.65 0.67
S -1.44 -0.34 -0.09
O -3.61 -2.14 0.49
C -3.98 -1.39 1.65
C -5.49 -1.28 1.63
C -3.46 -2.06 2.91
H -4.49 -0.50 -3.25
H -2.86 -0.20 -2.62
H -4.20 -0.44 -1.50
H -3.15 -2.52 -3.48
H -5.17 -2.84 -1.22
H -4.56 -4.13 -2.26
H -5.55 -2.83 -2.96
H -3.54 -0.39 1.56
H -5.94 -2.27 1.72
H -5.82 -0.83 0.69
H -5.83 -0.66 2.45
H -3.95 -3.02 3.07
H -3.66 -1.42 3.78
H -2.38 -2.23 2.85
Se 0.24 3.00 -0.55
C -1.40 3.90 -0.23
C -2.04 4.62 -1.25
C -3.22 5.32 -1.01
C -3.80 5.32 0.25
C -3.19 4.60 1.27
C -2.01 3.90 1.03
H -1.59 4.62 -2.23
H -3.68 5.87 -1.82
H -4.72 5.87 0.43
H -3.63 4.58 2.26
H -1.54 3.35 1.83
```

Results of the Löwdin charge analysis, in e, for atoms 1 through 99:
1. Pt 0.32
2. C -0.23
3. Si 0.39
4. C -0.27
5. C -0.09
6. C -0.09
7. C -0.09
8. C -0.08
9. C -0.36
10. P 0.87
11. C -0.39
12. C -0.08
13. C -0.08
14. C -0.09
15. C -0.08
16. C -0.14
17. C -0.34
18. C -0.15
19. C -0.11
20. C -0.09
21. C -0.10
22. C -0.09
23. C -0.27
24. C -0.09
25. C -0.09
26. C -0.08
27. C -0.09
28. C -0.36
29. P 0.87
30. C -0.34
31. C -0.13
32. C -0.10
33. C -0.10
34. C -0.09
35. C -0.09
36. C -0.35
37. C -0.07
38. C -0.08
39. C -0.09
40. C -0.09
41. C -0.13
42. H 0.03
43. H 0.01
44. H 0.01
45. H 0.09
46. H 0.10
47. H 0.10
48. H 0.11
49. H 0.10
50. H 0.10
51. H 0.10
52. H 0.11
53. H 0.08
54. H 0.05
55. H 0.08
56. H 0.10
57. H 0.10
58. H 0.10
59. H 0.09
60. H 0.10
61. H 0.10
62. H 0.11
63. H 0.10
64. H 0.10
65. H 0.10
66. H 0.10
67. H 0.09
68. H 0.10
69. H 0.10
70. H 0.10
71. H 0.11
72. H 0.06
73. C -0.07
74. C -0.44
75. C -0.05
76. O -0.32
77. P -0.08
78. S 0.32
79. S 0.30
80. O -0.34
81. C -0.50
82. C -0.05
83. C -0.06
84. H 0.08
85. H 0.04
86. H 0.07
87. H 0.13
88. H 0.07
89. H 0.08
90. H 0.08
91. H 0.09
92. H 0.08
93. H 0.08
94. H 0.08
95. H 0.09
96. H 0.08
97. H 0.03
98. Se 0.58
99. C -0.68


# 4
DFT (wB97M-V/def2-TZVPD) results for the molecule C25H32N6O2 in a non-equilibrium geometry.

Largest force on an atom, eV/Å: 1.49
Frontier orbital gap, eV: 8.347
E_tot, eV: -39480.2196
ΔE to the lowest compared entry with this formula, charge and spin, eV: 1.754
Charge: 0

XYZ file:
```
65
C25H32N6O2 | the Open Molecules 2025 dataset | wB97M-V/def2-TZVPD
C -0.35 0.87 -3.88
C -1.49 0.46 -2.96
O -1.06 0.09 -1.66
C -0.64 1.13 -0.85
C 0.70 1.49 -0.80
C 1.11 2.51 0.04
C 0.19 3.16 0.84
C -1.15 2.80 0.82
C -1.57 1.77 -0.02
N -2.88 1.30 -0.07
C -3.92 1.55 0.79
O -3.93 2.45 1.59
C -5.06 0.56 0.63
C -4.76 -0.73 1.42
C -3.49 -1.36 0.98
C -3.31 -2.21 -0.14
C -4.36 -2.78 -1.04
N -2.03 -2.48 -0.32
N -1.37 -1.83 0.65
C 0.02 -1.77 0.60
C 0.70 -2.23 -0.54
C 2.05 -2.06 -0.58
C 2.67 -1.44 0.54
N 4.02 -1.26 0.64
C 4.85 -1.05 -0.52
C 4.91 0.44 -0.87
C 5.44 1.23 0.33
C 4.59 0.93 1.57
C 4.53 -0.58 1.81
N 1.94 -1.09 1.60
N 0.66 -1.25 1.63
C -2.22 -1.15 1.47
C -1.77 -0.36 2.64
H 0.40 0.08 -3.92
H -0.73 1.05 -4.88
H 0.12 1.78 -3.52
H -2.23 1.27 -2.90
H -1.98 -0.44 -3.35
H 1.40 0.96 -1.43
H 2.15 2.80 0.07
H 0.51 3.96 1.50
H -1.87 3.29 1.45
H -2.97 0.47 -0.66
H -5.20 0.32 -0.43
H -5.97 1.02 1.01
H -5.59 -1.42 1.28
H -4.70 -0.48 2.48
H -5.09 -3.34 -0.45
H -4.89 -1.99 -1.57
H -3.90 -3.44 -1.76
H 0.14 -2.69 -1.34
H 2.62 -2.40 -1.42
H 4.49 -1.62 -1.37
H 5.86 -1.41 -0.28
H 5.56 0.60 -1.73
H 3.91 0.79 -1.12
H 5.42 2.30 0.12
H 6.47 0.94 0.53
H 5.01 1.43 2.45
H 3.57 1.29 1.42
H 3.88 -0.81 2.65
H 5.54 -0.97 2.00
H -1.37 -1.01 3.41
H -0.97 0.32 2.36
H -2.60 0.22 3.04
```

For reference, the Löwdin charges in units of e are:
1. C -0.06
2. C -0.24
3. O -0.11
4. C -0.22
5. C -0.02
6. C -0.08
7. C -0.07
8. C -0.01
9. C -0.16
10. N 0.16
11. C -0.47
12. O 0.08
13. C -0.08
14. C -0.12
15. C -0.16
16. C -0.30
17. C -0.02
18. N 0.13
19. N -0.03
20. C -0.25
21. C 0.02
22. C 0.02
23. C -0.28
24. N -0.09
25. C -0.16
26. C -0.17
27. C -0.20
28. C -0.17
29. C -0.17
30. N 0.08
31. N 0.09
32. C -0.20
33. C -0.01
34. H 0.08
35. H 0.08
36. H 0.07
37. H 0.12
38. H 0.12
39. H 0.11
40. H 0.09
41. H 0.10
42. H 0.10
43. H 0.13
44. H 0.11
45. H 0.12
46. H 0.11
47. H 0.12
48. H 0.08
49. H 0.07
50. H 0.08
51. H 0.11
52. H 0.10
53. H 0.10
54. H 0.13
55. H 0.11
56. H 0.10
57. H 0.11
58. H 0.11
59. H 0.11
60. H 0.09
61. H 0.11
62. H 0.12
63. H 0.09
64. H 0.07
65. H 0.08


Number 1: LUMO 0.4265 eV. Number 2: LUMO -3.5516 eV. Number 3: LUMO 2.3957 eV. Number 4: LUMO 0.6945 eV.